The following is a quantum chemistry calculation of a cluster of 3 separate species, C7H14 in total at a distorted geometry, from the OMol25 dataset.

Last column: natural (NBO) charge in e.
CARTESIAN COORDINATES (ANGSTROEM)
C -1.5699 1.5914 0.1036  -0.691
C -1.5165 0.1005 0.3347  -0.053
C -2.3879 -0.8406 -0.4443  -0.681
C 0.5484 -1.4727 0.2971  -0.332
C 1.3982 -0.3610 0.3056  -0.046
C 2.8669 -0.2446 0.2164  -0.434
C 1.9452 0.4696 -0.7751  -0.464
H -0.7062 2.0161 -0.4569  0.226
H -2.5449 1.8562 -0.3548  0.215
H -1.4965 2.1366 1.0461  0.220
H -1.2091 -0.1598 1.3290  0.184
H -3.3392 -1.0152 0.0803  0.216
H -2.6278 -0.4905 -1.4555  0.211
H -1.9029 -1.8100 -0.5343  0.214
H 0.6891 -2.2478 1.0741  0.194
H 0.1765 -1.8900 -0.6391  0.197
H 1.1471 1.4495 1.5122  -0.042
H 3.3588 0.3172 0.9948  0.221
H 3.4146 -1.0849 -0.2145  0.211
H 1.8795 0.1504 -1.8151  0.208
H 1.8766 1.5296 -0.6041  0.223

## Properties
2S+1 = 1
LUMO level (alpha / beta) = 0.60 / -0.75 eV
HOMO level (alpha / beta) = -8.55 / -7.09 eV
total charge = 0



The following is a quantum chemistry calculation of a cluster of 2 separate species, C7H14 in total at a distorted geometry, from the OMol25 dataset.

Last column: natural (NBO) charge in e.
CARTESIAN COORDINATES (ANGSTROEM)
C 0.5788 -1.0879 0.0283  -0.430
C -0.1954 0.2150 0.1692  -0.403
C 0.4850 0.9577 1.3894  -0.405
C 1.9316 0.3616 1.4145  -0.407
C 1.7317 -1.1073 0.9590  -0.400
H -0.0888 -1.9237 0.1566  0.207
H 0.7332 -1.1663 -1.0773  0.204
H -1.2219 0.0591 0.4687  0.204
H -0.1448 0.8078 -0.7713  0.213
H -0.0449 0.6125 2.2839  0.192
H 0.3522 2.0349 1.3772  0.212
H 2.4056 0.3737 2.4313  0.210
H 2.5938 0.7930 0.6632  0.202
H 1.5297 -1.7866 1.7205  0.203
H 2.6287 -1.5694 0.3516  0.205
C -2.6584 0.2736 -2.4766  -0.364
C -1.8376 0.4296 -1.4126  -0.373
H -2.8222 -0.6720 -2.7923  0.170
H -3.3520 0.9350 -3.0547  0.201
H -1.3032 -0.2698 -0.9581  0.180
H -1.4801 1.5175 -1.2269  0.176

## Properties
structure (SMILES) = C1CCCC1.C=C
2S+1 = 1
LUMO level = 0.91 eV
HOMO level = -9.75 eV
total charge = 0



The following is a quantum chemistry calculation of a structure of composition C7H14 at a distorted geometry, from the OMol25 dataset.

Last column: natural (NBO) charge in e.
CARTESIAN COORDINATES (ANGSTROEM)
C -1.7112 1.8108 -0.1729  -0.684
C 0.2617 1.3344 0.0965  -0.344
C 1.1513 0.4232 1.0225  -0.402
C 1.2249 -0.5898 -0.1346  -0.209
C 1.1873 -2.0520 0.2019  -0.611
C -0.0246 0.0946 -0.7637  -0.229
C -1.4391 -0.5349 -0.4349  -0.630
H -0.9260 1.5292 1.1632  0.399
H -1.5769 2.7961 0.1226  0.131
H -1.9497 1.8950 -1.2993  0.234
H 0.9472 2.0225 -0.4279  0.225
H 2.1019 0.8407 1.3745  0.216
H 0.5892 0.0405 1.8773  0.200
H 2.1007 -0.3844 -0.7731  0.202
H 0.3322 -2.2674 0.8498  0.208
H 1.1190 -2.6496 -0.7114  0.213
H 2.1052 -2.3280 0.7228  0.211
H 0.0855 0.2426 -1.8420  0.209
H -2.6034 -0.0123 -0.7357  0.268
H -1.4836 -0.6780 0.6585  0.197
H -1.4085 -1.5214 -0.8978  0.196

## Properties
2S+1 = 1
LUMO level (alpha / beta) = 0.40 / 0.40 eV
HOMO level (alpha / beta) = -7.69 / -7.69 eV
total charge = 0



Record order is preserved below.
Energy above the lowest of the compared OMol25 structures with the same formula, charge and spin: 193.8; 107.1; 206.4 kcal per mole